Entry from the Open Molecules 2025 dataset: C4H8N2S2 in the gas phase (the ωB97M-V functional and the def2-TZVPD basis).

Structure (ORCA input):
```
! RIJCOSX wB97M-V def2-TZVPD def2/J DEFGRID3
* xyz 0 1
H -2.16 1.46 -1.22
N -1.28 1.85 -0.84
C -0.59 0.92 -0.33
C 0.77 1.14 0.32
C 1.38 -0.26 0.44
S 2.41 -0.72 -0.99
C 0.14 -1.15 0.60
N -0.85 -0.46 -0.22
S -2.35 -1.13 -0.60
H 1.38 1.87 -0.25
H 0.59 1.59 1.31
H 2.04 -0.37 1.28
H 1.44 -0.54 -1.92
H 0.28 -2.17 0.23
H -0.19 -1.16 1.64
H -3.01 -0.86 0.55
*
```

Results
- total energy (eV) = -28928.088
- largest force on an atom (eV/A) = 0.84
- SMILES = [H]/N=C1/C[C@H](S)CN1S
- ΔE to the lowest compared entry with this formula, charge and spin (kJ/mol) = 21.3
- E_LUMO (eV) = 0.6
- orbital gap (eV) = 9.8

Table of Mulliken atomic charges, one value per atom, all in e:
1 H 0.25
2 N -0.68
3 C 0.41
4 C -0.54
5 C -0.16
6 S -0.20
7 C -0.62
8 N -0.10
9 S -0.23
10 H 0.28
11 H 0.29
12 H 0.36
13 H 0.13
14 H 0.32
15 H 0.34
16 H 0.14

***

Entry from the Open Molecules 2025 dataset: C19H22FN3O3 in the gas phase (the ωB97M-V functional and the def2-TZVPD basis).

Structure (ORCA input):
```
! RIJCOSX wB97M-V def2-TZVPD def2/J DEFGRID3
* xyz 0 1
C 3.20 3.57 -1.36
O 2.95 2.63 -2.38
C 1.73 2.03 -2.42
C 0.68 2.31 -1.55
C -0.51 1.62 -1.66
C -0.69 0.65 -2.64
C -1.95 -0.17 -2.67
N -1.74 -1.44 -1.99
C -1.82 -1.54 -0.64
O -2.29 -0.67 0.07
C -1.27 -2.84 -0.07
N -1.66 -2.97 1.32
C -2.86 -3.76 1.49
C -0.57 -3.31 2.20
C 0.42 -2.15 2.34
O 1.58 -2.34 2.63
N -0.16 -0.95 2.11
C 0.41 0.32 2.12
C 1.75 0.55 2.40
C 2.25 1.84 2.40
C 1.42 2.92 2.13
C 0.09 2.67 1.85
F -0.72 3.71 1.56
C -0.43 1.39 1.83
C 0.36 0.38 -3.51
C 1.55 1.06 -3.41
H 3.09 3.12 -0.37
H 4.24 3.88 -1.51
H 2.55 4.44 -1.45
H 0.78 3.06 -0.79
H -1.31 1.84 -0.98
H -2.26 -0.39 -3.70
H -2.76 0.34 -2.15
H -1.20 -2.13 -2.48
H -1.60 -3.69 -0.68
H -0.18 -2.79 -0.15
H -3.17 -3.71 2.53
H -3.65 -3.33 0.88
H -2.73 -4.82 1.21
H -0.01 -4.21 1.91
H -0.98 -3.49 3.20
H -1.14 -0.99 1.80
H 2.40 -0.29 2.62
H 3.29 2.01 2.63
H 1.80 3.93 2.13
H -1.47 1.23 1.60
H 0.24 -0.36 -4.29
H 2.37 0.86 -4.09
*
```

Results
- total energy (eV) = -33391.147
- largest force on an atom (eV/A) = 0.56
- SMILES = COc1ccc(CNC(=O)CN(C)CC(=O)Nc2cccc(F)c2)cc1
- ΔE to the lowest compared entry with this formula, charge and spin (kJ/mol) = 53.0
- E_LUMO (eV) = 0.6
- orbital gap (eV) = 9.0

Table of Mulliken atomic charges, one value per atom, all in e:
1 C -0.67
2 O -0.49
3 C 0.84
4 C -0.33
5 C -0.48
6 C 0.49
7 C -1.53
8 N -0.11
9 C 0.61
10 O -0.67
11 C -1.07
12 N 0.17
13 C -1.16
14 C -0.73
15 C 0.55
16 O -0.67
17 N -0.03
18 C 0.49
19 C -0.62
20 C -0.57
21 C -0.51
22 C 0.16
23 F -0.42
24 C -0.39
25 C -0.47
26 C -0.65
27 H 0.20
28 H 0.28
29 H 0.32
30 H 0.39
31 H 0.22
32 H 0.54
33 H 0.37
34 H 0.29
35 H 0.50
36 H 0.38
37 H 0.36
38 H 0.33
39 H 0.34
40 H 0.30
41 H 0.43
42 H 0.16
43 H 0.54
44 H 0.44
45 H 0.52
46 H 0.49
47 H 0.41
48 H 0.44

***

Entry from the Open Molecules 2025 dataset: 2 unconnected molecules or ions with the total composition CF3O2S at a distorted geometry (the ωB97M-V functional and the def2-TZVPD basis).

Structure (ORCA input):
```
! RIJCOSX wB97M-V def2-TZVPD def2/J DEFGRID3
* xyz -1 1
C -2.25 -0.31 0.25
O 3.71 0.96 -0.48
O 3.20 -1.45 -0.11
F -1.83 0.58 1.33
F -1.84 0.33 -0.92
F -3.66 -0.05 0.29
S 2.67 -0.07 -0.36
*
```

Results
- total energy (eV) = -24119.046
- largest force on an atom (eV/A) = 3.80
- ΔE to the lowest compared entry with this formula, charge and spin (kJ/mol) = 49.9
- E_LUMO (eV) = 1.0
- orbital gap (eV) = 3.8

Table of Mulliken atomic charges, one value per atom, all in e:
1 C -0.46
2 O -0.39
3 O -0.39
4 F -0.20
5 F -0.14
6 F -0.20
7 S 0.78

***

Entry from the Open Molecules 2025 dataset: a molecular structure, C37H74CrN4O7SbSi at a distorted geometry (the ωB97M-V functional and the def2-TZVPD basis).

Structure (ORCA input):
```
! RIJCOSX wB97M-V def2-TZVPD def2/J DEFGRID3
* xyz 2 4
Cr 1.20 1.40 -0.82
O 2.58 3.18 -0.94
H 2.70 3.81 -0.22
H 3.47 3.00 -1.30
O 3.21 0.12 -0.47
H 2.82 -0.67 -0.04
H 3.60 -0.27 -1.26
C -0.54 -4.90 8.55
C -1.05 -4.06 7.43
C -2.35 -3.55 7.42
C -2.80 -2.79 6.36
C -1.96 -2.51 5.29
N -2.46 -1.76 4.20
C -1.82 -0.89 3.38
O -2.30 -0.50 2.34
N -0.60 -0.43 3.87
C 0.34 0.32 3.21
C 1.48 0.73 3.91
C 2.45 1.45 3.23
C 2.26 1.74 1.89
N 1.17 1.37 1.21
C 0.23 0.68 1.86
C -0.67 -3.03 5.28
C -0.22 -3.79 6.34
H -1.27 -4.97 9.35
H 0.38 -4.48 8.95
H -0.31 -5.90 8.20
H -3.00 -3.74 8.25
H -3.81 -2.41 6.36
H -3.43 -1.92 3.96
H -0.39 -0.65 4.83
H 1.61 0.48 4.95
H 3.34 1.77 3.74
H 3.03 2.27 1.36
H -0.62 0.36 1.28
H -0.03 -2.87 4.43
H 0.78 -4.18 6.33
N 1.58 1.16 -2.93
H 2.43 1.52 -3.36
H 0.82 1.40 -3.57
H 1.63 0.12 -2.95
C 1.21 -4.42 0.83
C 2.09 -3.19 1.03
C 3.57 -3.57 1.09
C 1.68 -2.50 2.33
O 1.94 -2.24 -0.03
Si 0.81 -1.82 -1.14
O 0.33 -0.31 -0.89
O 1.70 -1.57 -2.53
C 2.56 -2.41 -3.31
C 3.98 -2.30 -2.73
C 2.08 -3.85 -3.29
C 2.54 -1.86 -4.74
O -0.34 -2.94 -1.23
C -1.67 -2.89 -1.75
C -1.64 -2.40 -3.20
C -2.24 -4.31 -1.67
C -2.48 -1.92 -0.89
H 1.33 -5.10 1.68
H 1.48 -4.95 -0.08
H 0.17 -4.12 0.76
H 3.73 -4.29 1.88
H 4.18 -2.70 1.29
H 3.89 -4.02 0.15
H 1.79 -3.19 3.16
H 0.64 -2.17 2.24
H 2.31 -1.63 2.52
H 3.97 -2.55 -1.68
H 4.37 -1.29 -2.87
H 4.64 -2.98 -3.25
H 2.08 -4.24 -2.27
H 2.72 -4.48 -3.90
H 1.06 -3.91 -3.67
H 2.97 -0.87 -4.79
H 1.52 -1.83 -5.12
H 3.12 -2.51 -5.39
H -1.22 -3.17 -3.84
H -1.02 -1.51 -3.27
H -2.64 -2.17 -3.55
H -1.61 -4.99 -2.23
H -3.24 -4.33 -2.09
H -2.27 -4.64 -0.64
H -1.98 -0.96 -0.87
H -2.54 -2.29 0.13
H -3.49 -1.80 -1.27
C -3.17 1.67 -1.11
C -2.48 2.30 -2.31
C -3.43 3.22 -3.06
C -1.96 1.21 -3.22
Sb -0.63 3.37 -1.54
C -1.35 4.56 0.26
C -2.70 5.20 -0.02
C -1.44 3.58 1.42
C -0.31 5.62 0.60
C 0.00 4.90 -3.17
C 0.51 4.12 -4.37
C -1.16 5.78 -3.57
C 1.13 5.77 -2.62
H -3.89 0.94 -1.46
H -3.72 2.41 -0.53
H -2.46 1.16 -0.46
H -4.37 2.70 -3.21
H -3.05 3.49 -4.04
H -3.65 4.13 -2.51
H -2.80 0.61 -3.59
H -1.28 0.55 -2.68
H -1.45 1.63 -4.09
H -3.46 4.45 -0.22
H -2.67 5.90 -0.85
H -3.03 5.75 0.87
H -2.09 2.73 1.20
H -1.85 4.10 2.29
H -0.45 3.21 1.68
H -0.30 6.42 -0.13
H 0.69 5.18 0.67
H -0.55 6.06 1.56
H -0.24 3.44 -4.77
H 1.42 3.58 -4.13
H 0.77 4.82 -5.17
H -1.91 5.23 -4.14
H -0.79 6.58 -4.21
H -1.64 6.25 -2.72
H 1.94 5.17 -2.20
H 0.77 6.46 -1.87
H 1.54 6.37 -3.43
*
```

Results
- total energy (eV) = -102696.024
- largest force on an atom (eV/A) = 1.86
- ΔE to the lowest compared entry with this formula, charge and spin (kJ/mol) = 44.4
- E_LUMO (alpha / beta) (eV) = -6.6 / -5.4
- orbital gap (alpha / beta) (eV) = 5.7 / 6.9
- <S²> = 3.87

Atom charges from the Mulliken analysis, given in e for atoms 1 to 99:
1 Cr -0.50
2 O -0.29
3 H 0.27
4 H 0.23
5 O -0.68
6 H -0.08
7 H 0.23
8 C -1.43
9 C 0.75
10 C -0.88
11 C -0.79
12 C -0.01
13 N 0.03
14 C 0.16
15 O -0.61
16 N 0.12
17 C -0.22
18 C -0.45
19 C -1.49
20 C -0.61
21 N 1.72
22 C -0.88
23 C -0.01
24 C -0.64
25 H 0.36
26 H 0.35
27 H 0.33
28 H 0.35
29 H 0.45
30 H 0.37
31 H 0.43
32 H 0.56
33 H 0.46
34 H 0.42
35 H 0.22
36 H 0.72
37 H 0.46
38 N -0.42
39 H 0.38
40 H 0.20
41 H -0.39
42 C -1.86
43 C 1.65
44 C -1.99
45 C -1.74
46 O 0.57
47 Si -3.50
48 O 4.04
49 O 0.33
50 C 1.77
51 C -1.52
52 C -1.32
53 C -1.92
54 O 0.38
55 C 1.60
56 C -1.16
57 C -1.99
58 C -1.20
59 H 0.60
60 H 0.36
61 H 0.26
62 H 0.44
63 H 0.38
64 H 0.42
65 H 0.93
66 H 0.18
67 H 0.29
68 H 0.14
69 H 0.29
70 H 0.53
71 H 0.12
72 H 0.61
73 H 0.23
74 H 0.34
75 H 0.33
76 H 0.51
77 H 0.36
78 H -0.06
79 H 0.53
80 H 0.41
81 H 0.43
82 H 0.36
83 H -0.25
84 H 0.29
85 H 0.59
86 C -1.33
87 C 2.05
88 C -1.79
89 C -1.51
90 Sb 1.37
91 C 1.73
92 C -1.64
93 C -1.97
94 C -1.66
95 C 1.45
96 C -1.71
97 C -1.58
98 C -1.52
99 H 0.55

***

Entry from the Open Molecules 2025 dataset: C3H9NP2 in the gas phase at a distorted geometry (the ωB97M-V functional and the def2-TZVPD basis).

Structure (ORCA input):
```
! RIJCOSX wB97M-V def2-TZVPD def2/J DEFGRID3
* xyz 0 1
H -2.25 -2.19 1.01
N -1.70 -1.29 0.70
C -0.74 -1.27 1.56
P 0.87 -0.30 1.54
P 0.17 1.60 0.64
C -0.17 1.14 -1.11
C 0.83 0.13 -1.74
H -0.79 -1.98 2.42
H 0.56 0.03 2.80
H 1.48 2.09 0.43
H -1.01 0.42 -1.08
H -0.44 2.14 -1.36
H 1.88 0.40 -1.66
H 0.76 -0.84 -1.24
H 0.55 -0.08 -2.90
*
```

Results
- total energy (eV) = -23322.329
- largest force on an atom (eV/A) = 3.42
- SMILES = [H]/N=C/[PH]#[PH]CC
- ΔE to the lowest compared entry with this formula, charge and spin (kJ/mol) = 169.0
- E_LUMO (eV) = 0.9
- orbital gap (eV) = 9.5

Table of Mulliken atomic charges, one value per atom, all in e:
1 H 0.26
2 N -0.50
3 C -0.13
4 P -0.07
5 P -0.06
6 C -0.51
7 C -0.93
8 H 0.34
9 H 0.05
10 H 0.03
11 H 0.25
12 H 0.42
13 H 0.32
14 H 0.27
15 H 0.26

***

Entry from the Open Molecules 2025 dataset: a molecular structure, C19H25AuN3O4S at a distorted geometry (the ωB97M-V functional and the def2-TZVPD basis).

Structure (ORCA input):
```
! RIJCOSX wB97M-V def2-TZVPD def2/J DEFGRID3
* xyz 1 1
Au -1.67 0.33 2.02
N -3.71 0.63 1.13
C -4.81 0.43 2.09
C -4.60 -0.85 2.90
C -3.73 -0.50 4.11
O -4.20 -0.61 5.21
O -2.54 -0.04 3.81
H -3.74 1.57 0.73
H -3.75 -0.05 0.38
H -5.77 0.38 1.56
H -4.85 1.29 2.76
H -4.09 -1.61 2.30
H -5.54 -1.24 3.28
C 0.34 -2.40 0.86
N 1.38 -1.83 1.70
C 2.76 -2.14 1.32
C 3.73 -1.20 2.00
C 3.36 -1.12 3.47
N 1.99 -0.65 3.59
C 1.64 0.16 4.76
C 1.04 -1.08 2.76
O -0.19 -0.82 3.00
H 0.12 -1.76 0.00
H -0.57 -2.52 1.44
H 0.66 -3.38 0.50
H 2.84 -2.06 0.24
H 2.99 -3.17 1.60
H 3.67 -0.20 1.56
H 4.75 -1.56 1.88
H 4.01 -0.42 4.01
H 3.46 -2.10 3.94
H 2.22 1.08 4.75
H 1.85 -0.39 5.67
H 0.58 0.40 4.73
C 0.57 0.61 -8.35
C 0.95 0.65 -6.90
O 1.17 -0.28 -6.19
S 1.00 2.38 -6.31
C 0.88 2.19 -4.56
C 1.58 1.23 -3.85
C 1.25 0.97 -2.53
C 0.25 1.71 -1.89
C -0.31 2.81 -2.56
C -0.01 3.04 -3.88
C -0.27 1.30 -0.62
C -0.76 0.92 0.41
H 0.85 -0.35 -8.78
H 1.03 1.42 -8.91
H -0.51 0.72 -8.42
H 2.37 0.67 -4.32
H 1.76 0.19 -1.98
H -1.00 3.45 -2.03
H -0.48 3.85 -4.42
*
```

Results
- total energy (eV) = -47288.204
- largest force on an atom (eV/A) = 2.39
- ΔE to the lowest compared entry with this formula, charge and spin (kJ/mol) = 38.4
- E_LUMO (eV) = -5.6
- orbital gap (eV) = 5.2

Table of Mulliken atomic charges, one value per atom, all in e:
1 Au 0.86
2 N -0.59
3 C -0.53
4 C -0.73
5 C 0.70
6 O -0.60
7 O -0.66
8 H 0.33
9 H 0.35
10 H 0.38
11 H 0.37
12 H 0.31
13 H 0.33
14 C -1.16
15 N 0.31
16 C -0.66
17 C -0.64
18 C -0.63
19 N 0.14
20 C -1.09
21 C 0.55
22 O -0.83
23 H 0.26
24 H 0.34
25 H 0.43
26 H 0.40
27 H 0.33
28 H 0.31
29 H 0.37
30 H 0.39
31 H 0.27
32 H 0.36
33 H 0.35
34 H 0.33
35 C -1.14
36 C 0.79
37 O -0.49
38 S -0.26
39 C 0.24
40 C -0.51
41 C -0.33
42 C 0.74
43 C -0.75
44 C -0.51
45 C -0.02
46 C -0.19
47 H 0.31
48 H 0.36
49 H 0.31
50 H 0.46
51 H 0.48
52 H 0.44
53 H 0.40

***

Entry from the Open Molecules 2025 dataset: a molecular structure, C5H8N at a distorted geometry (the ωB97M-V functional and the def2-TZVPD basis).

Structure (ORCA input):
```
! RIJCOSX wB97M-V def2-TZVPD def2/J DEFGRID3
* xyz 1 1
C 1.99 0.11 0.02
C 0.99 0.49 0.90
C -0.05 -0.08 -0.01
C -1.42 1.15 -0.23
C -0.38 -1.53 -0.01
N 1.00 0.23 -0.84
H 3.11 0.20 -0.09
H 0.94 1.37 1.58
H -2.28 0.49 -0.01
H -1.40 1.16 -1.26
H -1.11 2.05 0.17
H -1.27 -1.86 0.48
H 0.56 -2.03 0.30
H -0.68 -1.77 -0.99
*
```

Results
- total energy (eV) = -6792.364
- largest force on an atom (eV/A) = 7.07
- ΔE to the lowest compared entry with this formula, charge and spin (kJ/mol) = 552.3
- E_LUMO (eV) = -6.0
- orbital gap (eV) = 9.5

Table of Mulliken atomic charges, one value per atom, all in e:
1 C -0.06
2 C -0.20
3 C 0.91
4 C -1.13
5 C -1.31
6 N -0.14
7 H 0.34
8 H 0.31
9 H 0.34
10 H 0.41
11 H 0.43
12 H 0.40
13 H 0.31
14 H 0.39

***

Entry from the Open Molecules 2025 dataset: 2 unconnected molecules or ions with the total composition C35H41Br2F3INO10PSi at a distorted geometry (the ωB97M-V functional and the def2-TZVPD basis).

Structure (ORCA input):
```
! RIJCOSX wB97M-V def2-TZVPD def2/J DEFGRID3
* xyz -1 1
C 1.44 0.55 4.27
C 1.09 1.98 4.68
O 2.14 2.95 4.42
P 2.66 3.12 2.92
O 3.80 2.23 2.69
C 1.36 2.75 1.70
C 0.81 3.97 0.91
C 0.04 3.42 -0.26
C -1.27 2.97 -0.09
C -2.05 2.97 1.22
F -3.15 3.73 1.10
F -1.41 3.43 2.30
F -2.42 1.73 1.52
C -1.96 2.50 -1.21
C -3.42 2.06 -1.15
O -4.25 2.79 -1.56
O -3.75 0.90 -0.59
C -2.99 -0.23 -1.03
C -2.76 -1.22 0.08
C -1.92 -2.29 -0.22
C -1.59 -3.24 0.73
C -2.14 -3.10 1.99
C -2.99 -2.06 2.32
C -3.57 -1.89 3.70
C -3.30 -1.10 1.35
C -1.32 2.45 -2.46
C -2.08 2.00 -3.65
Br -3.24 3.34 -4.40
C -2.04 0.85 -4.30
C -2.86 0.53 -5.51
Br -0.88 -0.55 -3.75
C 0.01 2.87 -2.52
C 0.73 2.78 -3.82
C 1.74 1.59 -3.85
O 1.69 0.97 -2.56
Si 2.82 -0.22 -2.21
C 3.04 -0.18 -0.35
C 2.21 -1.95 -2.62
C 4.51 0.06 -2.98
N 0.64 3.34 -1.44
I 2.81 3.95 -1.71
O 3.04 4.65 2.76
C 4.46 4.96 2.74
C 5.02 4.82 1.34
H 0.95 -0.12 4.97
H 2.51 0.36 4.25
H 1.05 0.29 3.29
H 0.93 2.01 5.75
H 0.18 2.31 4.18
H 1.84 2.10 0.97
H 0.53 2.18 2.11
H 1.62 4.62 0.61
H 0.15 4.58 1.51
H -3.53 -0.73 -1.83
H -2.01 0.05 -1.40
H -1.48 -2.38 -1.21
H -0.92 -4.05 0.50
H -1.88 -3.83 2.75
H -4.39 -2.60 3.82
H -2.80 -2.06 4.45
H -3.96 -0.88 3.80
H -3.94 -0.26 1.57
H -3.90 0.42 -5.19
H -2.82 1.32 -6.25
H -2.58 -0.42 -5.94
H 1.23 3.71 -4.07
H 0.03 2.62 -4.63
H 2.73 2.00 -4.02
H 1.44 0.87 -4.61
H 3.73 -0.98 -0.08
H 2.10 -0.40 0.17
H 3.44 0.77 0.00
H 2.88 -2.68 -2.17
H 2.06 -2.12 -3.68
H 1.24 -2.08 -2.13
H 5.05 0.83 -2.44
H 5.06 -0.87 -2.86
H 4.44 0.27 -4.05
H 4.52 6.00 3.03
H 5.01 4.39 3.47
H 4.53 4.03 0.80
H 4.79 5.74 0.80
H 6.10 4.71 1.33
C -2.65 -8.36 2.18
C -3.21 -8.88 0.99
C -2.53 -8.41 -0.30
O -2.86 -8.83 -1.40
C -1.47 -7.43 -0.19
C -0.93 -6.91 1.01
C -1.54 -7.46 2.30
O -1.12 -7.13 3.40
O -0.03 -6.07 1.08
O -4.16 -9.65 0.92
H -3.08 -8.66 3.13
H -1.08 -7.09 -1.14
*
```

Results
- total energy (eV) = -232430.498
- largest force on an atom (eV/A) = 2.97
- ΔE to the lowest compared entry with this formula, charge and spin (kJ/mol) = 0.0
- E_LUMO (eV) = -1.8
- orbital gap (eV) = 1.1

Table of Mulliken atomic charges, one value per atom, all in e:
1 C -0.93
2 C -0.19
3 O -0.55
4 P 0.83
5 O -0.73
6 C 1.08
7 C -2.00
8 C 0.54
9 C 0.23
10 C 0.44
11 F -0.31
12 F -0.31
13 F -0.03
14 C 0.53
15 C 0.04
16 O -0.58
17 O -0.36
18 C 1.07
19 C 0.13
20 C -1.19
21 C -0.68
22 C -0.82
23 C 0.75
24 C -1.56
25 C -0.49
26 C 0.60
27 C -0.95
28 Br -0.03
29 C 0.75
30 C -1.81
31 Br -0.05
32 C 1.29
33 C -1.57
34 C -1.23
35 O 0.04
36 Si 0.49
37 C -0.72
38 C -0.99
39 C -1.22
40 N -0.43
41 I -0.17
42 O -0.43
43 C -0.48
44 C -0.44
45 H 0.42
46 H 0.29
47 H 0.24
48 H 0.44
49 H 0.13
50 H -0.90
51 H 0.41
52 H 0.72
53 H 0.52
54 H 0.64
55 H -0.90
56 H 0.36
57 H 0.68
58 H 0.64
59 H 0.34
60 H 0.38
61 H 0.35
62 H 0.54
63 H 0.37
64 H 0.43
65 H 0.44
66 H 0.59
67 H 0.41
68 H 0.60
69 H 0.56
70 H 0.51
71 H 0.18
72 H 0.09
73 H 0.39
74 H 0.32
75 H 0.07
76 H 0.29
77 H 0.37
78 H 0.37
79 H 0.38
80 H 0.34
81 H -0.21
82 H 0.29
83 H 0.36
84 C -0.58
85 C 0.42
86 C 0.43
87 O -0.65
88 C -0.49
89 C 0.54
90 C 0.56
91 O -0.67
92 O -0.73
93 O -0.65
94 H 0.41
95 H 0.41